[1]
An isolated ion of composition C5H12NO and charge +1 in a non-equilibrium geometry. Source: OMol25; level of theory: the ωB97M-V functional and the def2-TZVPD basis.

calculated total energy: -327.43141 Ha
ΔE to the lowest compared entry with this formula, charge and spin: 17.68 kcal/mol
SMILES: C=[NH+]CCCCO

```
! wB97M-V def2-TZVPD RIJCOSX def2/J DEFGRID3
* xyz 1 1
C -1.262 -0.749 -2.170
N -0.339 -0.294 -1.451
C 0.730 -1.072 -0.787
C 1.370 -0.254 0.321
C 0.392 -0.084 1.512
C -0.205 1.308 1.494
O -0.891 1.540 0.223
H -2.079 -0.106 -2.505
H -1.343 -1.751 -2.583
H -0.434 0.681 -1.126
H 1.432 -1.364 -1.571
H 0.299 -1.981 -0.388
H 1.682 0.702 -0.066
H 2.198 -0.820 0.679
H -0.309 -0.915 1.596
H 0.942 -0.085 2.458
H 0.550 2.077 1.619
H -0.938 1.358 2.299
H -1.795 1.811 0.447
*
```

natural (NBO) atomic charge list, values in e, 4 entries: 0.12, -0.39, -0.24, -0.42

***

[2]
An isolated ion of composition C5H12NO and charge +1 in a non-equilibrium geometry. Source: OMol25; level of theory: the ωB97M-V functional and the def2-TZVPD basis.

calculated total energy: -327.41051 Ha
ΔE to the lowest compared entry with this formula, charge and spin: 30.80 kcal/mol
SMILES: C=C([NH3+])CCCO

```
! wB97M-V def2-TZVPD RIJCOSX def2/J DEFGRID3
* xyz 1 1
C -0.126 0.136 2.683
C -0.342 -0.171 1.418
N -1.160 -1.429 1.179
C 0.415 0.300 0.224
C -0.331 0.325 -1.125
C 0.695 0.328 -2.296
O 1.775 1.196 -2.022
H 0.576 0.952 2.832
H -0.363 -0.366 3.610
H -2.121 -1.145 1.001
H -0.848 -1.836 0.291
H -1.042 -2.125 1.922
H 0.724 1.337 0.331
H 1.342 -0.279 0.193
H -0.955 1.210 -1.249
H -1.004 -0.527 -1.205
H 1.110 -0.670 -2.411
H 0.144 0.671 -3.174
H 1.511 2.095 -2.201
*
```

natural (NBO) atomic charge list, values in e, 4 entries: -0.35, 0.14, -0.70, -0.49

***

[3]
An isolated ion of composition C5H12NO and charge +1 in a non-equilibrium geometry. Source: OMol25; level of theory: the ωB97M-V functional and the def2-TZVPD basis.

calculated total energy: -327.28846 Ha
ΔE to the lowest compared entry with this formula, charge and spin: 107.38 kcal/mol
SMILES: C/C=[N+](\CC)OC

```
! wB97M-V def2-TZVPD RIJCOSX def2/J DEFGRID3
* xyz 1 1
C 2.552 -0.609 -0.315
C 0.772 -0.738 -0.250
N -0.347 -0.066 -0.328
C -0.478 1.330 -0.594
C -0.468 2.154 0.629
O -1.676 -0.469 -0.296
C -2.287 -1.742 0.051
H 2.917 -1.028 0.685
H 2.795 0.497 -0.554
H 3.014 -1.187 -1.137
H 0.616 -1.756 -0.027
H 0.432 1.633 -1.079
H -1.374 1.385 -1.213
H 0.441 1.989 1.195
H -0.298 3.252 0.413
H -1.243 1.983 1.403
H -1.922 -2.198 1.051
H -2.118 -2.435 -0.885
H -3.318 -1.541 0.071
*
```

natural (NBO) atomic charge list, values in e, 4 entries: -0.59, 0.19, 0.05, -0.25

***

[4]
A 2-piece molecular cluster, C5H12NO overall in a non-equilibrium geometry. Source: OMol25; level of theory: the ωB97M-V functional and the def2-TZVPD basis.

calculated total energy: -327.39669 Ha
ΔE to the lowest compared entry with this formula, charge and spin: 39.46 kcal/mol

```
! wB97M-V def2-TZVPD RIJCOSX def2/J DEFGRID3
* xyz 1 1
C 0.012 -0.059 -1.325
C -1.160 -0.117 -0.288
C -0.844 -0.982 0.859
C -1.562 -2.047 1.250
C 0.852 0.498 1.647
N 0.185 -0.594 1.779
H -0.297 -0.489 -2.274
H 0.794 -0.634 -0.856
H 0.520 0.883 -1.559
H -2.040 -0.494 -0.790
H -1.472 0.876 0.073
H -2.446 -2.337 0.718
H -1.289 -2.522 2.185
H 1.643 0.728 2.357
H 0.977 0.963 0.677
H 0.377 -1.099 2.641
H 1.280 2.168 -2.739
H 2.512 3.008 -2.303
O 1.960 2.249 -2.052
*
```

natural (NBO) atomic charge list, values in e, 4 entries: -0.63, -0.48, 0.13, -0.28

***

[5]
A 2-piece molecular cluster, C5H12NO overall in a non-equilibrium geometry. Source: OMol25; level of theory: the ωB97M-V functional and the def2-TZVPD basis.

calculated total energy: -327.16344 Ha
ΔE to the lowest compared entry with this formula, charge and spin: 83.36 kcal/mol

```
! wB97M-V def2-TZVPD RIJCOSX def2/J DEFGRID3
* xyz 1 3
C 0.864 0.407 -0.142
C 2.270 -0.309 0.315
C 0.735 1.711 0.598
C -0.541 -1.808 -0.522
C -2.727 0.423 -0.202
N -0.264 -0.369 -0.530
O 0.454 0.337 -1.461
H 2.947 -0.031 -0.382
H 2.137 -1.375 0.478
H 2.525 0.170 1.316
H 0.528 2.533 0.001
H 1.734 1.830 1.192
H -0.143 1.630 1.349
H -1.223 -2.016 0.306
H -0.958 -2.137 -1.561
H 0.387 -2.419 -0.249
H -2.871 1.309 -0.789
H -2.864 -0.506 -0.645
H -2.990 0.619 0.928
*
```

natural (NBO) atomic charge list, values in e, 4 entries: 0.39, -0.62, -0.67, -0.49

***

[6]
A 2-piece molecular cluster, C5H12NO2 overall in a non-equilibrium geometry. Source: OMol25; level of theory: the ωB97M-V functional and the def2-TZVPD basis.

calculated total energy: -402.90588 Ha
ΔE to the lowest compared entry with this formula, charge and spin: 77.55 kcal/mol

```
! wB97M-V def2-TZVPD RIJCOSX def2/J DEFGRID3
* xyz -1 1
C -1.572 -1.431 1.258
N -2.495 -0.486 0.568
C -1.902 0.852 0.327
O -0.726 0.853 -0.398
H -0.715 -1.743 0.612
H -2.173 -2.341 1.559
H -1.170 -0.962 2.181
H -2.818 -0.923 -0.295
H -1.756 1.385 1.297
H -2.733 1.485 -0.132
C 2.155 0.635 0.084
O 1.150 0.364 1.042
C 2.224 -0.456 -0.977
C 1.571 -0.320 -2.182
H 3.104 0.809 0.624
H 1.858 1.583 -0.469
H 0.289 0.549 0.432
H 2.831 -1.363 -0.749
H 1.618 -1.000 -3.022
H 0.882 0.505 -2.225
*
```

natural (NBO) atomic charge list, values in e, 4 entries: -0.42, -0.68, 0.11, -0.92

***

[7]
A 2-piece molecular cluster, C5H12NO2 overall in a non-equilibrium geometry. Source: OMol25; level of theory: the ωB97M-V functional and the def2-TZVPD basis.

calculated total energy: -402.89990 Ha
ΔE to the lowest compared entry with this formula, charge and spin: 81.30 kcal/mol

```
! wB97M-V def2-TZVPD RIJCOSX def2/J DEFGRID3
* xyz -1 1
C 0.171 -1.025 0.172
C -1.164 -0.279 0.200
C -1.126 0.913 -0.714
C -1.715 0.935 -1.901
N 1.234 -0.332 0.894
C 0.968 -0.146 2.395
O -0.184 -0.697 2.811
H 0.533 -1.116 -0.854
H -0.038 -1.989 0.654
H -1.326 -0.041 1.253
H -2.017 -0.919 -0.058
H -0.487 1.706 -0.331
H -1.524 1.747 -2.606
H -2.336 0.140 -2.305
H 2.135 -0.753 0.715
H 1.815 -0.649 2.915
H 0.944 0.947 2.560
H 1.316 0.646 -2.056
H 0.447 0.882 -3.288
O 1.339 0.641 -3.025
*
```

natural (NBO) atomic charge list, values in e, 4 entries: -0.21, -0.49, -0.12, -0.49

***

[8]
An isolated ion of composition C5H12NO2 and charge +1 in a non-equilibrium geometry. Source: OMol25; level of theory: the ωB97M-V functional and the def2-TZVPD basis.

calculated total energy: -402.63296 Ha
ΔE to the lowest compared entry with this formula, charge and spin: 55.77 kcal/mol
SMILES: [NH3+][C@@H](C=O)CCCO

```
! wB97M-V def2-TZVPD RIJCOSX def2/J DEFGRID3
* xyz 1 1
N -0.775 1.853 -1.156
C -0.840 0.940 -0.003
C -2.284 0.773 0.271
O -3.112 1.226 -0.576
C -0.179 -0.376 -0.225
C 1.411 -0.445 -0.006
C 1.700 -1.463 1.008
O 1.203 -2.753 0.687
H 0.123 2.088 -1.481
H -1.404 1.506 -1.927
H -1.323 2.715 -0.835
H -0.356 1.536 0.910
H -2.543 0.400 1.212
H -0.368 -0.785 -1.284
H -0.615 -1.229 0.430
H 1.544 0.637 0.313
H 1.822 -0.624 -1.027
H 2.728 -1.492 1.317
H 1.275 -1.273 1.989
H 1.993 -3.235 0.384
*
```

natural (NBO) atomic charge list, values in e, 4 entries: -0.68, -0.17, 0.42, -0.51